Molecular formula: C27H28ClCrN7O5S
Method: DFT, ωB97M-V with the def2-TZVPD basis set

The geometry in ORCA input format:
```
! RIJCOSX wB97M-V def2-TZVPD def2/J DEFGRID3
* xyz 0 5
Cr -0.107 -1.341 0.213
C -1.526 -1.202 2.518
C -2.455 -1.827 1.417
N -2.140 -1.171 0.114
C -2.408 -1.660 -1.279
C -1.363 -0.976 -2.199
C -1.536 -0.291 -3.385
C -0.415 0.338 -3.936
C 0.835 0.299 -3.329
C 0.955 -0.415 -2.142
C 2.211 -0.598 -1.250
N 1.886 -1.073 0.134
C 2.140 -0.329 1.407
C 0.940 -0.353 2.462
N -0.074 -1.433 2.249
N -0.138 -1.000 -1.672
H -1.825 -1.595 3.490
H -1.685 -0.122 2.532
H -3.496 -1.676 1.715
H -2.265 -2.896 1.329
H -2.423 -0.199 0.150
H -3.426 -1.457 -1.610
H -2.227 -2.736 -1.299
H -2.504 -0.217 -3.863
H -0.531 0.902 -4.852
H 1.673 0.834 -3.755
H 2.822 0.306 -1.249
H 2.807 -1.385 -1.716
H 2.232 -2.041 0.253
H 2.339 0.720 1.193
H 3.030 -0.746 1.877
H 0.412 0.594 2.382
H 1.375 -0.412 3.461
H 0.236 -2.310 2.646
O 1.874 8.933 -1.942
S 2.272 8.270 -0.715
O 3.065 7.069 -0.898
O 2.716 9.141 0.353
C 0.687 7.640 -0.101
N -0.250 8.514 0.303
C -1.397 8.019 0.723
C -1.668 6.651 0.773
C -0.641 5.840 0.338
N 0.514 6.321 -0.096
C -0.702 4.340 0.315
C -1.777 3.591 0.774
C -1.693 2.209 0.736
N -0.642 1.528 0.272
C 0.372 2.269 -0.188
C 0.398 3.648 -0.182
H -2.147 8.737 1.041
H -2.618 6.279 1.127
H -2.671 4.057 1.166
H -2.529 1.632 1.128
H 1.221 1.732 -0.591
H 1.254 4.205 -0.543
Cl 0.486 -10.229 -0.059
C 0.631 -8.500 0.044
C -0.517 -7.726 0.108
C -0.393 -6.349 0.187
C 0.861 -5.750 0.211
C 1.999 -6.546 0.149
C 1.891 -7.924 0.060
C 1.000 -4.254 0.314
O 2.141 -3.774 0.477
O -0.064 -3.563 0.204
H -1.488 -8.202 0.095
H -1.273 -5.722 0.228
H 2.969 -6.069 0.174
H 2.770 -8.551 0.006
*
```

The calculation puts the frontier orbital gap (alpha / beta) at 6.18 / 5.99 eV. As for the HOMO energy (alpha / beta): -7.158 / -7.158 eV.

Results of the natural (NBO) charge analysis, in e, for atoms 1 through 2:
1. Cr 1.17
2. C -0.22



Molecular formula: C27H28ClNO3P2Y
Method: DFT, ωB97M-V with the def2-TZVPD basis set

The geometry in ORCA input format:
```
! RIJCOSX wB97M-V def2-TZVPD def2/J DEFGRID3
* xyz 1 1
C -1.349 3.333 -3.044
C -1.271 1.955 -2.850
C -0.021 1.410 -2.439
C 1.105 2.220 -2.366
C 1.005 3.596 -2.552
C -0.230 4.154 -2.882
C 2.409 1.569 -1.900
C 2.490 0.107 -2.343
C 1.300 -0.606 -2.400
C 1.308 -1.984 -2.758
C 2.544 -2.603 -2.950
C 3.740 -1.893 -2.817
C 3.715 -0.530 -2.520
H -2.308 3.769 -3.337
H 1.902 4.210 -2.431
H -0.321 5.229 -3.027
H 3.229 2.101 -2.399
H 2.564 -3.663 -3.215
H 4.691 -2.404 -2.956
H 4.632 0.055 -2.418
N 0.102 0.056 -2.011
Y -0.935 -0.536 -0.421
C -2.491 1.073 -3.069
H -2.222 0.174 -3.649
H -3.274 1.627 -3.608
C 0.019 -2.775 -2.917
H -0.712 -2.213 -3.522
H 0.222 -3.740 -3.403
P -3.311 0.465 -1.506
P -0.835 -3.189 -1.308
C 0.412 -4.222 -0.469
H 0.423 -3.929 0.589
H 0.130 -5.279 -0.550
H 1.416 -4.069 -0.883
C -2.078 -4.414 -1.821
H -1.662 -5.429 -1.776
H -2.920 -4.341 -1.120
H -2.445 -4.202 -2.834
C -3.917 2.011 -0.752
H -5.011 1.970 -0.681
H -3.493 2.081 0.259
H -3.611 2.896 -1.323
C -4.836 -0.294 -2.146
H -4.842 -1.347 -1.834
H -5.713 0.208 -1.717
H -4.876 -0.246 -3.243
C 2.379 1.563 -0.472
O 1.650 1.069 0.345
H 3.268 2.169 -0.580
Cl 0.309 0.947 8.003
C 0.055 0.650 6.336
C 0.591 -0.507 5.745
C 0.384 -0.740 4.385
C -0.352 0.172 3.629
C -0.885 1.322 4.211
C -0.686 1.566 5.571
C -0.584 -0.094 2.188
O -0.112 -1.167 1.639
O -1.265 0.742 1.470
H 1.159 -1.207 6.351
H 0.786 -1.629 3.902
H -1.456 2.013 3.594
H -1.098 2.454 6.043
*
```

The calculation puts the frontier orbital gap at 7.72 eV. As for the HOMO energy: -10.606 eV.

Results of the natural (NBO) charge analysis, in e, for atoms 1 through 2:
1. C -0.20
2. C -0.05



Molecular formula: C27H28F5IN8ORuS2
Method: DFT, ωB97M-V with the def2-TZVPD basis set

The geometry in ORCA input format:
```
! RIJCOSX wB97M-V def2-TZVPD def2/J DEFGRID3
* xyz 1 6
Ru 0.214 -0.458 -0.893
C -3.178 2.257 0.338
C -1.871 1.673 -0.076
N -1.693 0.928 -1.100
N -2.790 0.693 -1.919
C -2.541 -0.230 -2.791
N -3.544 -0.550 -3.661
S -1.058 -1.147 -2.974
C -0.646 1.765 0.833
C -0.689 2.953 1.845
C 0.345 4.017 1.590
C 1.323 3.872 0.711
C 1.404 2.631 -0.064
N 0.526 1.716 -0.056
H -3.980 1.795 -0.226
H -3.209 3.334 0.150
H -3.326 2.099 1.407
H -4.320 0.088 -3.724
H -3.325 -1.113 -4.462
H -1.654 3.446 1.740
H 0.267 4.914 2.195
H 2.078 4.631 0.561
H 2.259 2.490 -0.720
C 4.054 0.230 -0.336
C 3.328 -0.781 0.477
N 2.035 -1.050 0.466
C 1.836 -2.058 1.402
C 3.015 -2.379 1.977
N 3.952 -1.565 1.378
H 3.383 0.650 -1.076
H 4.897 -0.223 -0.860
H 4.435 1.038 0.290
H 0.857 -2.453 1.598
H 3.273 -3.085 2.746
H 4.934 -1.529 1.595
I 2.274 -2.494 -2.657
C 2.441 -0.525 -3.317
C 3.293 -0.214 -4.364
C 3.301 1.093 -4.819
C 2.452 2.023 -4.238
C 1.644 1.616 -3.195
N 1.657 0.364 -2.718
H 3.912 -0.976 -4.815
H 3.949 1.375 -5.639
H 2.406 3.043 -4.594
H 0.940 2.291 -2.726
F -0.441 1.216 7.208
C -0.491 1.640 5.951
C 0.611 1.497 5.127
F 1.718 0.922 5.591
C 0.543 1.936 3.822
F 1.620 1.746 3.049
C -0.605 2.511 3.292
S -0.612 0.114 1.621
C -1.684 2.643 4.148
F -2.826 3.191 3.707
C -1.645 2.218 5.461
F -2.707 2.353 6.251
C -0.642 -4.962 -1.148
N -1.836 -4.206 -0.797
C -3.125 -4.836 -1.068
C -1.746 -2.961 -0.337
C -3.011 -2.213 -0.032
O -0.634 -2.421 -0.149
H -0.604 -5.887 -0.571
H 0.234 -4.363 -0.924
H -0.659 -5.209 -2.210
H -2.961 -5.903 -1.194
H -3.572 -4.441 -1.982
H -3.819 -4.698 -0.244
H -3.653 -2.155 -0.912
H -2.747 -1.213 0.297
H -3.567 -2.712 0.764
*
```

The calculation puts the frontier orbital gap (alpha / beta) at 7.54 / 6.41 eV. As for the HOMO energy (alpha / beta): -10.004 / -9.994 eV.

Results of the Mulliken charge analysis, in e, for atoms 1 through 2:
1. Ru 0.80
2. C -1.69



Which relative energy (zero: lowest compared OMol25 entry of this formula, charge and spin) belongs to each record? In order, 96.4, 63.8, 58.9 kJ/mol.